1.
{"formula": "C2H11O6", "method": "wB97M-V/def2-TZVPD", "e_tot_ev": -14540.164, "relative_energy_kj_mol": 45.6, "lumo_energy_ev": 3.398, "gap_ev": 9.017, "charge": -1, "elements": ["O", "C", "O", "C", "H", "H", "H", "H", "H", "O", "H", "H", "O", "H", "H", "O", "H", "H", "O"], "xyz": [[-0.270292, 0.281272, 1.409903], [0.703510, -0.357688, 0.946047], [0.596073, -1.503893, 0.435997], [2.038915, 0.367203, 0.641762], [2.060989, 0.593117, -0.426754], [2.018462, 1.368369, 1.074033], [2.800219, -0.389385, 0.814979], [-0.459235, 1.576697, 2.587678], [-0.322727, 3.152149, 2.388449], [-0.300288, 2.429065, 3.054144], [0.179800, -1.156034, -2.255608], [0.856274, -2.094145, -1.268822], [0.643073, -2.005958, -2.223727], [-1.540035, 2.069242, -1.450941], [-2.151072, 0.679168, -1.362674], [-2.264056, 1.544933, -1.800699], [-1.310190, -1.942145, -0.130859], [-1.411055, -2.217553, -1.625618], [-1.868372, -2.394421, -0.807286]], "forces_ev_per_angstrom": [[0.34, 0.01, 0.49], [-0.87, 0.59, -1.87], [0.31, -0.43, 0.51], [-1.22, -0.17, -0.16], [-0.18, -0.42, -0.21], [0.74, -0.39, 0.77], [0.59, 0.70, 0.42], [0.38, 0.33, -0.47], [-0.04, -1.18, 0.58], [-0.15, 0.99, -0.11], [0.37, -0.19, 0.02], [-0.15, 0.26, -0.05], [-0.03, 0.18, -0.22], [0.07, 0.03, 0.13], [-0.15, 0.48, -0.14], [0.09, -0.62, 0.13], [-0.06, -0.46, -0.38], [0.40, -0.24, -0.30], [-0.42, 0.52, 0.85]]}


2.
{"formula": "CH3FINS", "method": "wB97M-V/def2-TZVPD", "e_tot_ev": -24224.109, "relative_energy_kj_mol": 345.6, "lumo_energy_ev": [-2.433, -2.434], "gap_ev": [6.196, 6.195], "elements": ["C", "N", "F", "S", "I", "H", "H", "H"], "xyz": [[-0.144626, 0.314569, 0.067368], [0.176421, 1.632015, 0.151443], [0.360586, 2.121077, -1.048653], [2.846444, 1.744069, 0.673985], [3.527280, -0.302628, -0.147485], [-0.213957, -0.214775, 1.083121], [-1.193071, 0.183761, -0.425979], [0.596762, -0.300160, -0.590721]], "forces_ev_per_angstrom": [[-0.88, -4.35, -0.70], [2.19, 1.59, 3.13], [-0.23, 0.50, -2.28], [-1.79, -0.05, -0.03], [-0.20, -0.12, -0.10], [0.25, 1.28, -1.33], [1.60, 0.37, 0.54], [-0.95, 0.77, 0.76]]}


3.
{"formula": "C4H5BrN2OS", "method": "wB97M-V/def2-TZVPD", "e_tot_ev": -90128.674, "relative_energy_kj_mol": 145.4, "lumo_energy_ev": [-0.382, -0.381], "gap_ev": [7.885, 7.887], "elements": ["C", "C", "C", "C", "N", "N", "O", "S", "Br", "H", "H", "H", "H", "H"], "xyz": [[0.119778, 0.796414, 0.392053], [-0.264673, 1.431603, -1.679573], [-0.119641, -1.654781, -0.015742], [0.696008, -0.553802, 0.613878], [-0.517258, 1.735882, 0.870945], [-1.124940, 2.736520, 0.420603], [0.866246, -0.604989, 2.040606], [-1.054074, 2.853183, -1.363435], [0.263117, 0.880256, -3.337132], [0.026161, -2.529853, 0.432694], [0.055817, -1.792245, -1.028991], [-1.134907, -1.571900, 0.068224], [1.712228, -0.296917, 0.222408], [0.476137, -1.429373, 2.363461]], "forces_ev_per_angstrom": [[-1.88, 1.72, -2.67], [-0.49, 1.29, 2.75], [1.27, 2.46, -0.31], [1.06, 2.09, 0.64], [0.71, -1.53, -0.07], [-0.70, 1.72, -0.50], [-0.31, -0.90, -0.27], [1.14, -2.54, 0.75], [0.19, -0.28, -0.50], [1.41, -3.82, 1.94], [0.69, 0.00, -1.96], [-2.77, 1.19, 0.41], [-0.40, -1.64, -0.18], [0.08, 0.26, -0.04]]}